# 1
DFT (ωB97M-V/def2-TZVPD) results for a cluster of 5 separate species, C13H28O5 in total.

```
46
Properties=species:S:1:pos:R:3:lowdin_charge:R:1
C 1.6955 3.1777 -3.1531 -0.025
C 2.5799 2.0001 -3.3985 -0.522
O 2.2191 1.0610 -4.0678 0.060
C 3.9236 1.9944 -2.7246 -0.028
H 0.8820 3.2112 -3.8708 0.082
H 2.2594 4.1073 -3.1054 0.083
H 1.2487 3.0208 -2.1608 0.091
H 4.6637 2.6415 -3.1977 0.085
H 4.3309 0.9870 -2.6769 0.083
H 3.8063 2.3181 -1.6839 0.065
C -0.1268 -0.1646 -1.4592 -0.014
C -0.1474 -1.6644 -1.6386 -0.496
O 0.7937 -2.2647 -2.0959 0.077
C -1.4229 -2.3754 -1.2380 -0.021
H 0.7314 0.2161 -2.0126 0.067
H -0.0138 0.1468 -0.4213 0.081
H -1.0497 0.2195 -1.8972 0.083
H -1.3056 -3.4515 -1.3141 0.081
H -2.2305 -2.0129 -1.8805 0.089
H -1.7137 -2.1095 -0.2184 0.058
C 2.7389 0.5501 2.6600 -0.012
C 2.9349 0.2076 1.1943 -0.492
O 3.0585 1.0943 0.3840 0.051
C 3.1032 -1.2303 0.7746 -0.008
H 3.6200 1.1277 2.9542 0.088
H 2.7480 -0.3431 3.2855 0.072
H 1.8592 1.1638 2.8272 0.083
H 2.5663 -1.3937 -0.1630 0.070
H 2.7055 -1.9362 1.5031 0.076
H 4.1608 -1.4190 0.5966 0.094
C -3.9802 2.7549 1.9075 -0.022
C -2.8284 1.7887 1.7021 -0.500
O -1.8029 1.9119 2.3215 0.065
C -3.0263 0.6820 0.6715 -0.021
H -4.2612 2.6529 2.9642 0.091
H -4.8561 2.5075 1.3156 0.072
H -3.6455 3.7809 1.7841 0.086
H -2.1813 0.0058 0.6904 0.050
H -3.0920 1.2183 -0.2802 0.093
H -3.9684 0.1677 0.8602 0.085
C -2.6589 -4.5135 2.0913 -0.179
O -3.2025 -4.5518 3.3939 -0.116
H -1.9606 -3.6788 1.9549 0.067
H -2.0795 -5.4216 1.9333 0.080
H -3.4397 -4.4737 1.3248 0.076
H -3.6355 -3.7109 3.5635 0.073
```

The spin multiplicity is 1. As for the orbital gap: 9.6 eV. As for the HOMO energy: -9.322 eV. For the energy above the lowest of the compared OMol25 structures with the same formula, charge and spin, the calculation gives 0.0 kcal/mol. The SMILES is CC(C)=O.CC(C)=O.CC(C)=O.CC(C)=O.CO.

# 2
DFT (ωB97M-V/def2-TZVPD) results for a cluster of 3 separate species, C13H29B3IN3O6 in total in a non-equilibrium geometry.

```
55
Properties=species:S:1:pos:R:3:lowdin_charge:R:1
N 3.4384 -4.7612 -0.1576 -0.013
C 2.2991 -3.9587 0.3166 -0.299
C 1.3404 -3.6166 -0.8138 -0.216
C 0.3646 -2.5145 -0.4127 -0.219
C -0.7885 -2.3555 -1.4007 -0.182
C -1.5214 -0.9965 -1.2346 -0.041
B -2.7036 -1.1441 -0.2387 -0.516
O -2.7446 -0.4993 1.0006 0.259
B -2.9769 -1.3750 2.0386 -0.315
O -3.9654 -2.3289 1.8683 0.252
B -4.0586 -2.8641 0.5883 -0.586
C -4.4877 -4.3779 0.4805 -0.049
C -4.2438 -5.1796 -0.7691 -0.826
O -3.8231 -6.2825 -0.7769 0.023
I -4.7802 -4.2997 -2.6663 0.861
O -3.7475 -2.0505 -0.4709 0.229
H 4.2422 -4.1593 -0.2891 0.059
H 3.7233 -5.4080 0.5674 0.053
H 2.6270 -3.0205 0.7808 0.109
H 1.7701 -4.5156 1.0941 0.110
H 1.9307 -3.2683 -1.6663 0.114
H 0.8001 -4.5106 -1.1391 0.114
H -0.0530 -2.7795 0.5702 0.122
H 0.9107 -1.5772 -0.3165 0.075
H -0.4485 -2.4758 -2.4302 0.119
H -1.5041 -3.1673 -1.2274 0.101
H -1.8351 -0.5997 -2.2025 0.116
H -0.8171 -0.2745 -0.8124 0.103
H -2.3117 -1.3646 3.0234 0.119
H -5.5475 -4.4758 0.7400 0.137
H -3.9417 -4.9067 1.2677 0.130
C 2.9645 0.8247 -1.3749 -0.335
O 2.3133 -0.1319 -0.9891 0.000
N 3.0066 2.0083 -0.7432 -0.184
C 3.7846 3.1289 -1.2355 -0.049
C 2.2385 2.1640 0.4815 -0.034
H 3.5745 0.7928 -2.2924 0.135
H 4.5331 3.4303 -0.5012 0.095
H 3.1462 3.9898 -1.4347 0.076
H 4.2906 2.8376 -2.1546 0.082
H 2.5716 1.4465 1.2321 0.095
H 1.1795 1.9828 0.2888 0.090
H 2.3776 3.1754 0.8531 0.067
C 0.8617 5.4162 0.1619 -0.365
O 2.0300 5.6133 0.4438 -0.002
N -0.1789 5.7373 0.9494 -0.194
C -1.5490 5.4712 0.5641 -0.056
C 0.0938 6.3715 2.2289 -0.037
H 0.5564 4.9404 -0.7864 0.136
H -2.1237 6.3977 0.5104 0.090
H -2.0309 4.8041 1.2812 0.091
H -1.5639 4.9960 -0.4149 0.083
H 0.6253 7.3121 2.0844 0.093
H 0.7164 5.7281 2.8507 0.093
H -0.8490 6.5619 2.7357 0.086
```

The spin multiplicity is 1. As for the orbital gap: 9.3 eV. As for the HOMO energy: -9.048 eV. The SMILES is NCCCCCB1OBOB(CC(=O)I)O1.CN(C)C=O.CN(C)C=O.

# 3
DFT (ωB97M-V/def2-TZVPD) results for a cluster of 2 separate species, C13H29BrClN4O4P in total in a non-equilibrium geometry.

```
53
Properties=species:S:1:pos:R:3:lowdin_charge:R:1
C 2.6080 3.1514 -1.7483 -0.151
C 3.2027 2.5990 -0.4406 -0.402
P 3.3797 0.8092 -0.0369 1.064
C 3.6425 -0.0602 -1.6448 -0.393
C 2.9008 -1.3904 -1.7894 -0.139
N 1.7590 0.2130 0.5171 -0.137
C 1.8410 -0.5320 1.8039 -0.193
C 2.1767 0.3683 2.9936 -0.181
C 0.9361 0.8567 3.7794 -0.283
N 0.6962 0.2274 5.0681 -0.006
C 0.6111 0.3422 -0.0819 -0.351
N 0.4702 0.9389 -1.3223 0.102
C -0.9438 0.6595 -1.7360 -0.071
C -1.2238 -0.5794 -0.8981 -0.296
C -2.6462 -1.0544 -0.8278 -0.229
C -2.8574 -2.4311 -0.1842 -0.751
C -3.0290 -2.3960 1.3254 -0.146
Br -4.4125 -3.1594 -1.0609 0.815
N -0.5879 -0.2076 0.4156 0.117
H 1.6840 3.7049 -1.5555 0.072
H 2.3540 2.3682 -2.4618 0.047
H 3.2959 3.8493 -2.2219 0.078
H 4.2581 2.8929 -0.3953 0.069
H 2.7526 3.0709 0.4381 0.074
H 3.4481 0.5854 -2.5018 0.067
H 4.7166 -0.2677 -1.6196 0.073
H 1.8233 -1.2439 -1.8435 0.045
H 3.2229 -1.8953 -2.7004 0.081
H 3.1223 -2.0577 -0.9526 0.072
H 2.6146 -1.2871 1.6564 0.110
H 0.8918 -1.0460 1.9436 0.112
H 2.7712 1.2200 2.6510 0.079
H 2.8242 -0.1993 3.6661 0.113
H 1.0027 1.9343 3.9395 0.108
H 0.0441 0.6754 3.1687 0.097
H 0.6546 -0.7823 4.9916 0.070
H 1.4243 0.4569 5.7336 0.069
H 0.6499 1.9327 -1.2296 0.107
H -0.9850 0.4608 -2.8042 0.139
H -1.5997 1.4916 -1.4654 0.142
H -0.5627 -1.3564 -1.3062 0.151
H -3.0004 -1.1067 -1.8615 0.073
H -3.2846 -0.3096 -0.3381 0.135
H -2.0249 -3.0944 -0.4317 0.083
H -2.9962 -3.4073 1.7337 0.073
H -3.9957 -1.9655 1.5924 0.080
H -2.2274 -1.8148 1.7914 0.057
H -1.1033 0.6130 0.7545 0.157
O -6.8628 0.6282 -3.1896 -0.362
Cl -6.0717 -0.3555 -2.5030 0.609
O -6.5102 -1.6836 -2.8595 -0.419
O -6.1842 -0.1694 -1.0718 -0.402
O -4.6698 -0.1971 -2.8794 -0.429
```

The spin multiplicity is 1. As for the orbital gap: 6.9 eV. As for the HOMO energy: -7.908 eV.

# 4
DFT (ωB97M-V/def2-TZVPD) results for a structure of composition C13H29Cl3N3S4SiZn in a non-equilibrium geometry.

```
54
Properties=species:S:1:pos:R:3:lowdin_charge:R:1
Zn 0.4864 0.8292 -0.3701 0.386
C -0.9137 3.0470 1.3527 -0.452
C -1.9961 1.9851 1.7865 -0.463
S -2.4668 0.4400 0.8723 0.717
C -4.2021 0.4495 -0.0071 -0.437
C -4.0135 -0.7589 -1.0692 -0.459
S -2.4110 -0.0188 -1.5645 0.485
C 0.4545 0.1762 -2.9368 -0.543
C 1.8446 0.4538 -3.2071 -0.451
S 2.7819 0.9180 -1.5546 0.840
C 2.8007 2.6869 -0.9374 -0.507
C 1.7615 3.4441 -0.0570 -0.549
S 0.9448 2.6104 1.3882 0.873
H -1.0333 3.8218 2.1090 0.077
H -1.0902 3.4750 0.3760 -0.050
H -2.9276 2.5444 1.8723 0.082
H -1.7230 1.5802 2.7596 0.057
H -4.3249 1.3965 -0.5254 0.056
H -4.9648 0.2949 0.7518 0.063
H -4.7585 -0.7445 -1.8592 0.074
H -4.0155 -1.7193 -0.5586 0.066
H -1.1107 0.8173 -4.1072 0.088
H -1.9864 1.7442 -3.3197 0.008
H 1.8887 1.3229 -3.8735 0.071
H 2.4509 -0.3488 -3.6195 0.075
H 2.9180 3.3011 -1.8300 0.054
H 3.7439 2.6516 -0.3957 0.065
H 0.9579 3.8468 -0.6601 -0.034
H 2.3233 4.2715 0.3757 0.087
C 1.1712 -2.4358 -1.2086 -0.044
N 1.0448 -2.8754 0.1673 -0.135
C 0.9190 -4.3158 0.3441 -0.034
C 0.7736 -1.9931 1.1480 -0.401
N 0.3513 -0.7735 0.8809 0.046
N 0.8943 -2.4391 2.4368 -0.160
C 2.0697 -3.1985 2.8547 -0.040
C 0.2487 -1.7061 3.5111 -0.048
H 1.8143 -3.1363 -1.7408 0.105
H 1.6391 -1.4576 -1.2355 0.013
H 0.2040 -2.3867 -1.7148 0.093
H 0.2346 -4.7049 -0.4116 0.100
H 0.5135 -4.5476 1.3233 0.089
H 1.8813 -4.8167 0.2236 0.097
H 0.2980 -0.2612 1.7543 0.008
H 2.6824 -3.4618 1.9985 0.087
H 1.7787 -4.1060 3.3851 0.098
H 2.6763 -2.5865 3.5275 0.097
H 0.8191 -0.8210 3.8213 0.098
H 0.1639 -2.3689 4.3704 0.100
H -0.7570 -1.4097 3.2139 0.089
Cl 0.5992 3.9691 -3.3365 0.316
Si -0.3486 2.6313 -2.0226 -0.257
Cl -0.9963 0.8330 -2.7039 0.152
Cl -2.0943 3.8505 -1.7779 0.257
```

The spin multiplicity is 1. As for the orbital gap: 6.0 eV. As for the HOMO energy: -9.693 eV. As for the net charge: +1. For the energy above the lowest of the compared OMol25 structures with the same formula, charge and spin, the calculation gives 494.6 kcal/mol.